{"formula": "C23H52B3NO15", "method": "wB97M-V/def2-TZVPD", "orbital_gap_ev": 9.28, "e_tot_ev": -58925.0110, "spin_multiplicity": 1, "species": ["C", "C", "O", "B", "O", "B", "C", "O", "C", "O", "B", "N", "C", "O", "O", "H", "H", "H", "H", "H", "H", "H", "H", "H", "H", "C", "O", "C", "C", "O", "C", "C", "O", "C", "H", "H", "H", "H", "H", "H", "H", "H", "H", "H", "H", "H", "H", "H", "C", "O", "C", "C", "O", "C", "C", "O", "C", "H", "H", "H", "H", "H", "H", "H", "H", "H", "H", "H", "H", "H", "H", "C", "O", "C", "C", "O", "C", "C", "O", "C", "H", "H", "H", "H", "H", "H", "H", "H", "H", "H", "H", "H", "H", "H"], "positions_angstrom": [[0.46880, -2.53036, -4.91336], [0.88739, -1.06749, -4.30255], [0.78751, -1.20649, -2.85715], [1.10865, 0.01165, -2.16424], [0.11688, 0.91431, -1.55387], [0.60759, 0.99882, -0.16959], [0.07911, 2.16725, 0.83387], [1.11412, 2.99106, 1.42616], [2.07977, 3.46615, 0.45810], [1.61607, 0.08127, 0.35763], [2.73423, -0.06335, -0.56921], [4.02801, -0.74263, -0.14591], [3.61120, -1.94324, 0.22254], [3.18576, -3.11870, 0.36610], [2.50708, 0.42784, -1.93559], [0.55777, -2.57245, -6.05407], [-0.61314, -2.72613, -4.54204], [1.16991, -3.28848, -4.37909], [0.12259, -0.31988, -4.75539], [1.94148, -0.82572, -4.69047], [-0.76902, 2.76445, 0.31374], [-0.44568, 1.62157, 1.72297], [2.97573, 2.72839, 0.42645], [2.51617, 4.45518, 0.89322], [1.65790, 3.72960, -0.57423], [-0.10288, 2.81624, -4.52437], [-0.32552, 2.42123, -5.86803], [-1.69248, 2.49216, -6.26721], [-1.85929, 3.24648, -7.59082], [-1.58221, 4.64407, -7.55259], [-0.23090, 5.04031, -7.29518], [0.80394, 4.63911, -8.34932], [1.00471, 3.22719, -8.37858], [0.99206, 2.67234, -9.67727], [-0.20880, 1.95095, -3.86210], [0.92214, 3.18873, -4.45106], [-0.77346, 3.61961, -4.20914], [-2.31773, 2.94924, -5.49863], [-2.03271, 1.45759, -6.40810], [-2.91901, 3.16969, -7.86694], [-1.31388, 2.76457, -8.39862], [0.07143, 4.72856, -6.29841], [-0.25514, 6.13483, -7.26519], [1.76307, 5.09716, -8.09019], [0.49713, 5.02406, -9.32519], [0.29959, 3.18676, -10.34796], [0.66148, 1.63317, -9.59092], [2.00371, 2.67965, -10.09554], [5.24002, -6.04835, 6.60166], [4.90255, -5.42197, 5.37564], [5.16558, -6.22742, 4.22916], [3.95534, -6.29340, 3.29111], [2.82005, -7.00076, 3.78439], [2.13612, -6.44384, 4.91185], [1.47053, -5.08285, 4.69394], [2.43561, -4.04998, 4.50663], [2.16150, -3.19957, 3.41260], [6.28528, -5.83687, 6.85124], [4.60248, -5.62282, 7.38059], [5.06630, -7.12725, 6.58009], [5.47737, -7.23651, 4.50353], [5.99774, -5.75048, 3.69455], [4.27623, -6.84822, 2.39984], [3.67208, -5.30706, 2.93179], [2.78634, -6.43659, 5.78322], [1.34087, -7.15977, 5.14556], [0.89321, -4.82834, 5.58785], [0.77839, -5.14737, 3.85041], [1.68587, -3.72378, 2.58065], [3.11527, -2.80310, 3.05389], [1.53927, -2.36022, 3.74033], [-6.57739, 3.75893, 4.54227], [-6.18292, 2.40534, 4.39410], [-6.06184, 1.98913, 3.03620], [-4.72523, 1.28642, 2.77431], [-3.56274, 2.10881, 2.84284], [-3.22516, 2.66086, 4.12008], [-2.85402, 1.65670, 5.21410], [-3.97899, 0.87767, 5.61649], [-3.71786, -0.50781, 5.69906], [-7.67035, 3.82755, 4.55747], [-6.19216, 4.11597, 5.50057], [-6.16820, 4.40053, 3.75770], [-6.18468, 2.82246, 2.34253], [-6.87524, 1.27459, 2.85303], [-4.75831, 0.91903, 1.74026], [-4.61030, 0.39972, 3.39296], [-4.00043, 3.34676, 4.45247], [-2.34223, 3.28288, 3.93785], [-2.51115, 2.20884, 6.09408], [-2.03036, 1.02777, 4.86641], [-3.00046, -0.84638, 4.94751], [-4.66001, -1.03422, 5.52067], [-3.36510, -0.76134, 6.70388]], "forces_ev_per_angstrom": [[0.2142, 0.6333, 1.5913], [-0.6949, -1.5631, -2.4229], [0.6276, 3.2698, 0.2260], [-0.2238, 0.3014, -0.3905], [3.1865, -2.3317, 2.0492], [-0.2231, 0.3274, -0.4138], [-1.5222, -0.8254, 0.3664], [-0.2721, -0.1596, -1.6114], [1.2048, 0.9041, 0.7606], [0.7573, 1.1173, -2.9679], [-0.9489, 0.7596, -0.5748], [-3.6548, -4.9724, 1.4711], [-0.8604, -1.8363, -1.5380], [3.0214, 7.3399, -0.4919], [-1.5117, -2.4055, 2.4409], [-0.1324, 0.0792, 1.7599], [1.8257, 0.1897, -0.8794], [-1.2416, 1.1254, -1.2100], [1.3611, -0.8910, 1.1091], [-1.4374, -0.1190, 0.9728], [1.5054, -0.5612, 0.8287], [0.8734, 0.9916, -1.4130], [-1.4866, 1.0669, -0.3696], [-0.7943, -1.7248, -0.7439], [0.4162, -0.7029, 1.3949], [0.3286, -0.3225, -0.2290], [-0.3828, 0.4459, 0.3120], [0.4322, -0.1786, -0.5585], [-0.3526, -0.0636, 0.1451], [0.3695, -0.1700, 0.0372], [-0.0692, 0.1459, -0.1272], [-0.1235, -0.3331, 0.5179], [-0.3863, 0.4070, -0.3399], [0.2343, -0.3268, 0.2544], [-0.1288, 0.2100, 0.1636], [-0.0188, -0.0941, -0.0192], [-0.0855, -0.0541, 0.0151], [0.0527, 0.1263, 0.0877], [-0.2393, 0.1237, -0.0962], [0.0961, 0.1320, 0.1334], [0.2451, -0.1166, 0.1167], [0.1688, -0.2400, -0.0227], [-0.0856, -0.0709, -0.1475], [-0.0304, 0.2552, 0.0296], [-0.0673, -0.0935, -0.0615], [0.0253, 0.0979, -0.0119], [0.0942, 0.0642, 0.0156], [-0.0834, 0.0385, -0.2110], [-0.0098, 0.4824, -0.0489], [-0.0283, -0.7204, 0.1028], [-0.3363, 0.6375, -0.1752], [0.2736, -0.2285, -0.1302], [-0.0095, 0.3244, 0.2411], [-0.1428, -0.0921, -0.1191], [0.5944, -0.0509, 0.2258], [-0.3496, -0.3985, -0.3710], [0.2345, 0.2630, 0.2902], [0.0004, -0.1968, 0.0937], [0.0815, 0.0481, -0.0541], [0.0541, -0.0327, -0.0608], [-0.0700, -0.0852, 0.1250], [-0.0567, -0.1968, -0.1918], [-0.0698, -0.0677, 0.1839], [0.0542, 0.1863, 0.2077], [0.1040, 0.2750, 0.0397], [0.0038, 0.0420, -0.1784], [-0.1687, -0.1943, 0.0642], [0.0634, 0.0363, -0.1128], [-0.0533, -0.0273, 0.0311], [-0.0880, -0.0086, 0.1095], [-0.1132, 0.0194, -0.1894], [-0.0949, -0.3204, 0.3432], [0.1722, 0.5077, -0.4938], [0.1996, -0.5219, 0.4923], [-0.1913, 0.0426, -0.3515], [-0.0927, -0.0478, 0.3651], [0.2109, -0.0014, -0.0634], [-0.5849, 0.2380, -0.0815], [0.4913, -0.1007, -0.4422], [-0.3918, 0.0552, 0.2801], [0.0299, 0.1924, -0.0948], [-0.0794, -0.0738, -0.0196], [-0.0339, -0.0286, -0.0752], [0.0674, 0.1482, 0.0252], [0.1317, -0.0316, -0.2480], [0.0430, 0.1902, 0.0690], [-0.1309, 0.0601, 0.2574], [-0.1656, -0.1414, 0.1939], [0.0217, -0.1696, -0.0733], [0.1957, 0.1609, -0.0729], [-0.0408, -0.1095, -0.0484], [0.0961, 0.0453, 0.0093], [0.0545, 0.0588, 0.0854], [0.1418, -0.1623, -0.0871]]}

{"formula": "C62H61IN2O4P2PbSb2", "method": "wB97M-V/def2-TZVPD", "orbital_gap_ev": [4.13, 4.59], "e_tot_ev": -121452.7157, "spin_multiplicity": 1, "relative_energy_kcal_mol": 0.0, "charge": -2, "species": ["Pb", "O", "C", "O", "C", "C", "C", "C", "C", "N", "C", "O", "O", "H", "H", "H", "H", "C", "N", "C", "P", "C", "C", "C", "C", "C", "C", "C", "C", "C", "C", "C", "C", "C", "C", "C", "C", "C", "C", "P", "C", "C", "C", "C", "C", "C", "C", "C", "C", "C", "C", "C", "H", "H", "H", "H", "H", "H", "H", "H", "H", "H", "H", "H", "H", "H", "H", "H", "H", "H", "H", "H", "H", "H", "H", "H", "H", "H", "H", "H", "H", "I", "C", "C", "C", "C", "C", "C", "C", "C", "C", "C", "H", "H", "H", "H", "H", "H", "C", "Sb", "C", "C", "C", "C", "C", "C", "C", "C", "C", "Sb", "C", "C", "H", "H", "H", "H", "H", "H", "H", "H", "H", "H", "H", "H", "H", "H", "H", "H", "H", "H", "H", "H", "C", "H", "H"], "positions_angstrom": [[0.23935, 0.74580, -0.20276], [2.32961, 3.49785, 2.90995], [1.59022, 2.99555, 1.87240], [1.20368, 1.78323, 1.93079], [1.32833, 3.86720, 0.80935], [1.81300, 5.20262, 0.71032], [1.44863, 5.95202, -0.37609], [0.57586, 5.41478, -1.34434], [0.14121, 4.10738, -1.17647], [0.53005, 3.34486, -0.16541], [-0.89022, 3.49052, -2.12518], [-1.27552, 4.15453, -3.09075], [-1.30662, 2.33272, -1.76804], [2.55451, 2.74226, 3.46281], [2.45964, 5.58703, 1.48782], [1.81806, 6.96595, -0.48442], [0.22498, 5.98300, -2.19269], [3.79841, -2.61827, -1.28184], [4.47577, -2.25379, -0.04600], [3.65331, -2.23868, 1.15549], [2.55595, -0.69595, 1.51478], [3.93205, 0.43396, 1.92946], [4.56181, 0.52593, 3.16932], [5.62090, 1.40449, 3.35465], [6.06196, 2.19670, 2.30148], [5.43543, 2.11344, 1.06585], [4.37097, 1.24443, 0.88153], [1.86972, -1.30009, 3.11428], [1.60188, -0.46251, 4.12534], [0.99400, -0.87855, 5.38890], [0.50191, -2.10266, 5.56035], [0.52929, -3.07301, 4.43008], [1.47780, -2.75723, 3.24021], [5.86204, -2.17809, 0.04496], [6.71505, -2.61496, -0.99083], [8.09075, -2.48034, -0.90725], [8.69832, -1.94731, 0.21895], [7.88299, -1.58775, 1.28174], [6.50635, -1.70985, 1.20622], [2.49326, -1.41752, -1.93441], [3.42072, -0.22469, -2.89178], [4.76625, 0.00898, -2.56252], [5.33112, 1.27208, -2.53955], [4.44201, 2.39603, -2.52354], [3.13772, 2.25590, -2.84276], [2.64768, 0.97022, -3.46281], [1.71086, -2.68803, -3.05222], [1.61157, -2.49331, -4.42696], [0.91825, -3.38309, -5.23789], [0.29393, -4.49263, -4.68566], [0.37527, -4.69997, -3.31348], [1.06771, -3.80622, -2.51003], [3.30154, -3.58497, -1.15410], [4.50442, -2.72387, -2.09570], [4.29605, -2.42786, 2.01455], [2.95338, -3.07832, 1.08146], [4.22199, -0.09606, 3.99071], [6.10479, 1.47266, 4.32273], [6.89270, 2.87720, 2.44631], [5.76705, 2.73302, 0.24143], [3.88769, 1.17897, -0.09168], [1.83133, 0.58674, 4.01359], [0.95478, -0.15231, 6.19365], [0.05528, -2.40994, 6.50095], [0.72097, -4.07995, 4.80566], [2.37569, -3.37942, 3.21755], [6.31280, -3.07662, -1.87828], [8.69546, -2.80310, -1.74695], [9.77269, -1.81988, 0.26757], [8.31532, -1.18634, 2.19153], [5.93170, -1.39572, 2.05861], [5.39658, -0.81361, -2.26293], [6.38933, 1.39661, -2.33681], [4.81161, 3.35164, -2.15879], [2.42851, 3.06912, -2.72191], [1.57642, 0.85237, -3.24495], [2.10699, -1.63486, -4.85760], [0.86671, -3.20920, -6.30735], [-0.25648, -5.18499, -5.31198], [-0.11333, -5.55821, -2.86456], [1.09098, -3.98118, -1.43794], [-2.41594, 1.65333, 1.02590], [-2.41617, 0.13465, 2.51239], [-3.30895, 0.27551, 3.55972], [-3.33751, -0.69130, 4.55237], [-2.45880, -1.75849, 4.47547], [-1.57020, -1.90076, 3.41305], [-0.68402, -3.12580, 3.42517], [0.34147, -3.23091, 2.27336], [0.08233, -2.39449, 1.06064], [-0.74880, -1.13273, 1.12949], [-1.54630, -0.95662, 2.36617], [-3.97967, 1.12456, 3.59170], [-4.04547, -0.61541, 5.36950], [-2.46742, -2.51761, 5.25215], [-1.31363, -4.00729, 3.56136], [0.50606, -4.27838, 1.99807], [0.93912, -2.34524, 0.39415], [-2.65550, 1.22961, -4.48332], [-2.58456, 0.17612, -2.59598], [2.79064, 1.08899, -5.00266], [-3.26978, -1.76724, -3.57406], [-4.69000, -1.55079, -3.92758], [-5.02188, -1.05175, -5.19618], [-6.31541, -0.69600, -5.53713], [-7.33623, -0.84050, -4.60711], [-7.03983, -1.37929, -3.36438], [-5.74502, -1.75570, -3.00531], [-5.52131, -2.39299, -1.67215], [-4.65302, -1.09072, -0.12194], [-5.96694, -1.94980, 1.41000], [-6.00177, 0.55351, -0.48652], [-2.07538, 0.69757, -5.23975], [-2.23232, 2.21903, -4.30599], [-3.69207, 1.32097, -4.80774], [2.51408, 2.10171, -5.31639], [2.15271, 0.38782, -5.54934], [3.83133, 0.91265, -5.28476], [-3.10478, -2.55064, -2.83417], [-2.63864, -1.94461, -4.44426], [-4.22452, -0.93336, -5.92123], [-6.52563, -0.30197, -6.52485], [-8.35221, -0.55454, -4.85248], [-7.84189, -1.53525, -2.64915], [-4.83917, -3.24248, -1.74743], [-6.46685, -2.74552, -1.25876], [-7.02140, -1.87600, 1.13482], [-5.80239, -1.42453, 2.35397], [-5.70665, -3.00089, 1.55617], [-7.03069, 0.19767, -0.55371], [-5.72141, 1.04715, -1.41680], [-5.90949, 1.26916, 0.33244], [-1.22356, -2.35920, 0.34726], [-1.20679, -2.31697, -0.73966], [-2.04588, -2.94167, 0.75717]], "forces_ev_per_angstrom": [[0.8652, -0.1788, -0.2974], [0.0575, 0.0965, 0.0575], [-0.0279, -0.4494, -0.0469], [-0.0457, 0.2401, 0.0847], [0.0513, 0.1030, -0.0021], [0.0266, 0.0656, -0.0718], [0.0193, -0.0898, 0.1422], [-0.0331, 0.0289, -0.0819], [0.0289, 0.0333, 0.0379], [-0.4020, 0.0693, -0.0908], [-0.1200, 0.1336, 0.0141], [0.0914, -0.2065, 0.0978], [0.0274, 0.1706, -0.2164], [0.0602, -0.1354, 0.0031], [0.0062, 0.0230, -0.0436], [0.0023, 0.0033, 0.0161], [-0.0010, -0.0286, -0.0092], [-0.1161, 0.2389, 0.1031], [0.1301, 0.4442, 0.0807], [-0.1999, 0.0250, -0.2191], [0.8253, -0.5507, -0.1001], [-0.1067, 0.2014, 0.1637], [0.0072, 0.0091, 0.0467], [0.0029, -0.0219, 0.0149], [-0.0448, -0.0344, -0.0313], [0.1029, 0.0880, 0.0335], [-0.1079, -0.1857, -0.0605], [-0.0850, 0.1122, 0.1080], [0.0297, 0.0884, -0.1714], [-0.0149, -0.0351, 0.0940], [0.0189, -0.1052, -0.0210], [-0.0498, 0.1107, -0.0427], [-0.0584, -0.0904, 0.0215], [-0.0036, -0.2919, 0.0441], [-0.0992, 0.0230, 0.0001], [-0.0213, 0.0235, 0.0289], [0.0481, -0.0116, 0.0209], [-0.0263, -0.0194, -0.0387], [-0.0492, 0.0538, -0.0471], [-0.0335, -0.2330, -0.1099], [-0.2660, 0.0642, 0.5562], [-0.0167, 0.0032, -0.3821], [0.1010, 0.0422, -0.0357], [0.0558, -0.1171, -0.1336], [-0.1827, -0.0034, 0.2055], [0.0460, 0.0675, -0.1560], [0.0299, 0.0733, -0.0531], [0.1248, -0.0291, -0.0016], [-0.0427, -0.0346, -0.0002], [0.0270, 0.0285, 0.0091], [-0.0083, -0.0153, 0.0246], [-0.0318, 0.0115, 0.0278], [-0.0279, -0.0437, 0.0098], [0.1088, -0.0585, -0.0102], [-0.1284, -0.0307, 0.0737], [0.0050, -0.0676, -0.0105], [0.0354, 0.0275, -0.0148], [-0.0058, -0.0197, 0.0034], [-0.0172, 0.0169, -0.0008], [-0.0353, -0.0693, -0.0217], [0.0399, 0.0941, 0.0047], [0.0225, 0.0755, -0.0317], [-0.0062, 0.0002, -0.0210], [0.0107, 0.0759, -0.0009], [-0.0140, -0.0507, -0.0435], [0.0157, -0.0104, -0.0578], [-0.0445, 0.0607, -0.0581], [-0.0191, -0.0098, -0.0076], [-0.0188, -0.0229, 0.0094], [-0.0146, 0.0077, -0.0131], [-0.0987, 0.1618, 0.0480], [0.1281, -0.1936, 0.0392], [-0.0526, -0.0144, 0.1085], [-0.0370, 0.0326, -0.0404], [0.0396, 0.0281, 0.0810], [-0.0380, 0.0119, -0.0159], [0.0543, 0.0777, -0.0524], [-0.0117, 0.0230, 0.0218], [0.0053, 0.0134, 0.0038], [0.0061, 0.0206, -0.0049], [-0.0154, 0.0597, 0.0080], [-0.3589, -0.0404, 0.7003], [-0.0637, 0.3759, -0.3168], [0.0398, -0.0132, 0.0029], [-0.0416, -0.0859, 0.0706], [-0.0039, 0.0573, -0.0114], [0.0077, -0.0358, -0.0093], [0.0751, 0.0915, 0.0221], [-0.0593, 0.0259, -0.0320], [0.0231, 0.0157, -0.0335], [0.0521, 0.0234, 0.2316], [-0.0415, -0.0451, 0.0227], [0.0324, 0.0060, 0.0234], [0.0404, 0.0187, 0.0113], [0.0002, 0.0021, -0.0073], [-0.0061, -0.0180, -0.0293], [0.0024, -0.0091, 0.0315], [0.0359, 0.0985, -0.0621], [0.0716, 0.0246, 0.2321], [0.1359, -0.2430, -0.6056], [-0.0378, -0.0086, 0.1025], [0.0261, 0.2586, 0.2242], [-0.2137, -0.0294, -0.0674], [0.0367, -0.0518, 0.0760], [-0.0179, 0.0035, 0.0061], [0.0312, -0.0052, -0.0109], [-0.0149, -0.0287, -0.0343], [0.0350, -0.0660, -0.0796], [0.1213, 0.1446, 0.0220], [-0.5661, -0.2658, 0.1907], [0.1583, 0.0396, 0.0170], [0.0906, -0.0237, 0.0075], [-0.0277, -0.0181, 0.0276], [-0.0123, -0.0364, 0.0007], [0.0118, -0.0242, -0.0381], [-0.0028, -0.0645, -0.0017], [0.0351, -0.0952, 0.0580], [0.0037, 0.0391, 0.0106], [-0.0209, -0.0236, -0.0475], [-0.0037, -0.0019, -0.0024], [-0.0022, 0.0336, 0.0112], [0.0128, -0.0009, 0.0084], [0.0060, -0.0098, 0.0101], [0.0298, 0.0059, 0.0153], [-0.0261, -0.0089, -0.0035], [-0.0148, -0.0109, -0.0080], [0.0494, 0.0272, -0.0761], [0.0056, -0.0360, -0.0394], [-0.0052, 0.0352, 0.0009], [0.0180, -0.0159, -0.0061], [-0.0248, 0.0054, 0.0136], [-0.0059, -0.0286, -0.0253], [-0.0727, 0.0107, -0.1972], [-0.0164, -0.0586, -0.0182], [-0.0048, 0.0551, 0.0341]]}